Entry 1:
17
Properties=species:S:1:pos:R:3 method="wB97M-V/def2-TZVPD" smiles="C=CCCN.O"
C -0.8699 1.0348 0.7330
C 0.5653 0.4392 1.0475
C 1.5101 0.6438 -0.0335
C 2.6787 -0.0988 -0.2075
N -1.8235 -0.0961 0.5039
H -0.9232 1.7153 -0.1922
H -1.1938 1.7674 1.5022
H 0.5024 -0.7588 1.2363
H 0.8218 0.8182 2.0030
H 1.1688 1.3382 -0.7563
H 3.1375 -0.9646 0.3304
H 3.4138 0.2095 -1.0982
H -2.7272 0.2437 0.8784
H -1.9439 -0.3863 -0.4104
H -0.7786 -1.7175 -1.4990
H -2.1580 -2.1999 -1.8096
O -1.3803 -1.9881 -2.2279

Entry 2:
17
Properties=species:S:1:pos:R:3 method="wB97M-V/def2-TZVPD" smiles="CC(N)=O.CC"
C -1.8555 -1.4234 0.4797
C -1.6047 0.0435 0.7062
O -2.1416 0.9738 0.1372
N -0.6177 0.2523 1.5767
H -1.6049 -1.9555 1.3098
H -1.2669 -1.8671 -0.4151
H -0.5128 1.2088 1.8670
H -0.1565 -0.3814 2.1937
H -2.8975 -1.6846 0.3695
C 2.2828 0.4467 -1.9312
C 3.1036 -0.0612 -0.8018
H 2.8705 1.1891 -2.4130
H 2.1374 -0.4507 -2.5911
H 1.3166 0.9398 -1.7684
H 2.5816 -0.0776 0.0594
H 3.8774 0.5766 -0.5532
H 3.5546 -1.0869 -0.9109

Entry 3:
17
Properties=species:S:1:pos:R:3 method="wB97M-V/def2-TZVPD" smiles=CC(C)NCO
C 1.5287 -0.1008 1.2426
C 0.7383 0.7936 0.2769
C 1.0806 0.4197 -1.1896
N -0.7558 0.7908 0.2998
C -1.5306 -0.1597 -0.4341
O -1.0902 -1.5157 -0.2316
H 2.6011 -0.3269 0.9844
H 1.0874 -1.1518 1.4109
H 1.5620 0.3282 2.2611
H 1.0794 1.7832 0.5899
H 0.3979 0.6188 -2.0301
H 1.1644 -0.6812 -1.2027
H 2.1442 0.7603 -1.4750
H -1.1818 1.0854 1.1665
H -1.4080 -0.0841 -1.5297
H -2.5576 0.1624 -0.2608
H -1.6735 -1.9840 0.3779

Entry 4:
17
Properties=species:S:1:pos:R:3 method="wB97M-V/def2-TZVPD" smiles=C1CCNC1.O
C -0.7224 -1.5426 1.0669
N -0.7420 -1.5801 -0.3862
C -0.4562 -0.2796 -0.9687
C -0.8904 0.7838 0.1013
C -0.7129 0.0451 1.4131
H 0.0602 -2.0836 1.5668
H -1.7188 -1.8752 1.4360
H -0.2566 -2.3714 -0.8224
H -1.0998 -0.0349 -1.8140
H 0.5844 -0.0506 -1.2171
H -0.2876 1.6997 0.2045
H -1.9347 1.1011 0.0105
H -1.6135 0.1017 2.0147
H 0.0270 0.2495 2.1982
H 2.5141 1.3610 -0.5466
H 3.1599 1.5663 -1.7564
O 2.8011 2.1466 -1.0447

Entry 5:
17
Properties=species:S:1:pos:R:3 method="wB97M-V/def2-TZVPD" multiplicity=2 total_charge=+1
C 0.9588 2.0057 -0.0681
O -0.0576 1.2940 -0.6647
C 1.0067 1.8577 1.4450
H 0.8607 3.0419 -0.4142
H 1.9384 1.7254 -0.5017
H 1.8004 2.4339 1.9164
H 1.1508 0.8194 1.7426
H 0.0792 2.2542 1.8595
C -1.3537 -1.7961 -0.4574
C -1.4060 -2.6702 -1.4509
N -0.1818 -1.1353 0.0285
H -2.2649 -1.4315 0.0015
H -2.3524 -3.0917 -1.7487
H -0.5082 -2.9248 -2.0011
H -0.1873 -1.0224 1.0329
H 0.6730 -1.4777 -0.3951
H -0.1563 0.1174 -0.3244

Entry 6:
17
Properties=species:S:1:pos:R:3 method="wB97M-V/def2-TZVPD" multiplicity=2 total_charge=+1
C -1.2421 0.8678 -0.5903
O -0.8372 1.9567 -1.3950
C -0.5943 0.7709 0.8114
C 0.8708 0.2171 0.9412
C 1.1857 -0.9103 -0.0837
N 0.2907 -2.0063 0.0361
H -2.2658 1.0866 -0.2800
H -1.2484 -0.0064 -1.2452
H 0.0134 1.8232 -1.7946
H -0.5921 1.6939 1.3812
H -1.2599 0.0272 1.2605
H 1.4728 1.0806 0.6843
H 1.0655 -0.1042 1.9618
H 2.1760 -1.3588 -0.0864
H 1.0472 -0.3507 -1.0263
H -0.6853 -1.8732 -0.2365
H 0.6029 -2.9140 -0.3386

Entry 7:
17
Properties=species:S:1:pos:R:3 method="wB97M-V/def2-TZVPD" multiplicity=2 total_charge=+1
C 1.3344 0.1593 0.7574
N -0.1665 0.0155 1.0916
C -0.7448 -0.9562 0.0843
C 0.0123 -0.6253 -1.1601
C 1.4258 0.1003 -0.7820
H 1.6809 -0.8127 1.1734
H 1.8791 1.0759 1.2415
H -0.3201 -0.0109 2.0740
H -1.8693 -0.9296 -0.0524
H -0.3045 -1.9740 0.3113
H 0.3384 -1.2907 -1.9917
H -0.6769 -0.0843 -1.8412
H 1.4870 1.2278 -1.1834
H 2.4332 -0.2922 -1.0568
H -1.5275 1.4864 0.8078
H -2.4460 1.3069 -0.1802
O -2.5355 1.6037 0.7064

Entry 8:
17
Properties=species:S:1:pos:R:3 method="wB97M-V/def2-TZVPD" multiplicity=2 total_charge=+1
C 0.6601 -1.5122 0.0508
C 1.2155 -0.0637 0.1298
N 2.4511 0.0744 0.8378
H 1.2851 -2.0236 -0.6912
H -0.3667 -1.5185 -0.2847
H 0.8803 -2.0833 0.9462
H 0.5521 0.6308 0.6423
H 1.3305 0.1726 -0.9438
H 2.5449 0.8811 1.4568
H 3.3016 0.0629 0.2650
O -1.7596 0.3925 -2.1323
C -1.5389 0.9276 -1.0851
C -2.3035 0.6641 0.1920
H -0.7102 1.6483 -0.9559
H -2.0007 -0.2806 0.6467
H -2.1705 1.4503 0.9370
H -3.3712 0.5773 -0.0115

Entry 9:
18
Properties=species:S:1:pos:R:3 method="wB97M-V/def2-TZVPD" smiles=OCCCNCO
C -1.0081 0.7708 -0.1536
C 0.4612 1.1050 -0.5262
C 1.4479 0.6491 0.5337
O 2.7412 1.2175 0.2920
N -1.1837 -0.4720 0.5490
C -1.2828 -1.6899 -0.1646
O -0.0626 -2.4585 -0.1477
H -1.5869 0.7378 -1.0724
H -1.3932 1.5839 0.4604
H 0.7010 0.6620 -1.4889
H 0.5321 2.1803 -0.6610
H 1.5640 -0.4261 0.4823
H 1.0707 0.9789 1.5055
H 2.9199 1.9147 0.9357
H -1.6612 -0.4791 1.4284
H -1.5353 -1.4873 -1.2131
H -2.0325 -2.3406 0.2800
H 0.3084 -2.4463 -1.0395

Entry 10:
Here is a molecular structure, C4H11NO2 in a non-equilibrium geometry from the Open Molecules 2025 dataset. Energies are from ωB97M-V/def2-TZVPD.

Structure (XYZ):
```
18
C4H11NO2 | the Open Molecules 2025 dataset | ωB97M-V/def2-TZVPD
C 3.4845 -0.4604 0.1266
C -0.5205 1.8824 0.0601
C -0.9166 0.3954 0.1291
C -2.7636 -1.2893 -0.0071
H 2.0326 -1.0720 -0.5504
H 3.8570 0.5220 0.1644
H 3.6649 -1.1473 0.9767
H 3.8509 -0.7470 -0.8144
H -1.2579 2.5572 -0.6201
H 0.7212 1.7935 -0.4295
H -0.6199 2.1644 1.3251
H -2.7590 0.8682 -0.4055
H -1.8638 -1.8818 0.0851
H -3.6111 -1.5923 0.6620
H -3.0779 -1.3190 -1.0393
N -2.2295 0.0532 0.0699
O 2.1606 -0.2193 -0.1091
O -0.1521 -0.5078 0.3763
```

Entry 11:
18
Properties=species:S:1:pos:R:3 method="wB97M-V/def2-TZVPD" smiles="CC(C)C(N)=O.O"
N 0.2175 -0.7789 -1.1164
C 0.4234 0.5512 -0.9009
C 0.6204 1.0622 0.4730
C 1.7032 0.4134 1.3561
C -0.7677 1.0391 1.1854
O 0.2727 1.3196 -1.8462
H 0.7012 -1.4385 -0.5271
H -0.2010 -1.0644 -1.9812
H 0.9413 2.1117 0.4648
H 2.6338 0.3751 0.7928
H 1.2880 -0.5263 1.7366
H 1.7670 0.9415 2.3081
H -0.6517 1.2777 2.2350
H -1.4270 1.7349 0.6526
H -1.2317 0.0490 1.0900
H -2.7622 -2.7335 0.6644
H -2.0775 -2.3412 -0.5392
O -1.8425 -2.6431 0.3504

Entry 12:
18
Properties=species:S:1:pos:R:3 method="wB97M-V/def2-TZVPD" smiles="C=N/C=C/C.O.O"
C -0.5932 0.7579 0.6813
C 0.5231 0.0745 -0.0546
C 1.0026 -1.1344 0.1959
N 2.2024 -1.7132 -0.2379
C 2.4513 -1.7649 -1.4705
H -0.4995 0.6983 1.7547
H -1.5608 0.3289 0.4015
H -0.6344 1.8412 0.6163
H 0.9622 0.7368 -0.8184
H 0.4952 -1.7105 0.9748
H 1.6729 -1.6228 -2.2394
H 3.4426 -2.0884 -1.8467
H -1.7045 -4.0707 1.3358
H -2.1395 -2.8469 2.0076
O -2.5039 -3.6901 1.7114
H -1.5846 4.9243 -1.2939
H -0.4729 5.5317 -0.4944
O -1.0590 5.7483 -1.2234

no.,DFT total energy (eV)
1,-7861.705
2,-7863.545
3,-7862.891
4,-7862.799
5,-7853.989
6,-7854.125
7,-7853.221
8,-7853.855
9,-9910.605
10,-9908.207
11,-9911.682
12,-9909.584